This record from the Open Molecules 2025 dataset describes C31H34ClIrN2O7 as an isolated structure in a non-equilibrium geometry. The level of theory is ωB97M-V/def2-TZVPD.

The molar mass comes out at 774.290 g/mol. The value obtained for the frontier orbital gap (alpha / beta) is 4.61 / 4.75 eV. Its net charge is -2. As for the HOMO energy (alpha / beta): -0.0262 / -0.0314 Eh. The spin multiplicity is 1.

Each line ends with the Mulliken charge.
Element x y z (Å)
Ir: -0.661 -0.791 0.282  0.87
N: -0.232 2.901 0.751  -0.09
C: -1.118 3.674 -0.098  -0.88
C: -1.209 3.095 -1.507  -0.15
C: -2.085 1.829 -1.626  0.14
O: -3.241 2.011 -2.031  -0.79
O: -1.573 0.698 -1.352  -0.64
H: -0.175 3.251 1.699  0.24
H: 0.698 2.862 0.357  -0.07
H: -0.821 4.735 -0.175  0.43
H: -2.114 3.657 0.353  0.30
H: -0.204 2.897 -1.899  -0.14
H: -1.684 3.847 -2.140  0.41
C: -2.966 -2.915 3.133  -1.04
C: -3.694 -3.142 1.842  0.55
C: -4.777 -3.992 1.729  -0.71
C: -5.420 -4.203 0.512  -0.80
C: -4.926 -3.562 -0.620  -0.78
C: -3.830 -2.718 -0.564  1.15
C: -3.263 -2.060 -1.785  -0.86
C: -3.220 -2.460 0.691  0.04
N: -2.235 -1.580 0.838  -0.06
H: -3.343 -3.579 3.913  0.39
H: -3.072 -1.875 3.465  0.11
H: -1.894 -3.091 3.009  0.17
H: -5.125 -4.506 2.621  0.32
H: -6.275 -4.866 0.445  0.34
H: -5.392 -3.740 -1.584  0.32
H: -3.774 -2.410 -2.684  0.34
H: -2.197 -2.309 -1.875  -0.01
H: -3.328 -0.972 -1.737  0.12
O: 1.405 -5.692 0.257  -0.73
Cl: 1.254 -4.362 0.809  1.67
O: 0.476 -4.423 2.021  -0.66
O: 2.567 -3.814 1.100  -0.72
O: 0.591 -3.507 -0.159  -0.63
C: -2.668 2.542 4.256  -0.63
C: -3.019 2.153 2.944  -0.80
C: -2.229 1.282 2.248  -0.72
C: -1.036 0.751 2.811  1.37
C: -0.185 -0.154 2.086  -0.34
C: 0.974 -0.583 2.695  0.08
C: 1.323 -0.166 3.996  -0.80
C: 0.524 0.687 4.701  -0.93
C: -0.676 1.166 4.119  1.03
C: -1.525 2.060 4.824  -0.81
H: -3.307 3.221 4.810  0.33
H: -3.920 2.541 2.484  0.46
H: -2.502 0.978 1.247  0.38
H: 1.615 -1.290 2.180  0.41
H: 2.235 -0.548 4.442  0.39
H: 0.783 0.999 5.707  0.31
H: -1.244 2.352 5.831  0.32
C: 1.947 1.841 -6.553  -1.55
C: 1.994 1.499 -5.088  0.64
C: 2.724 2.274 -4.196  -0.91
C: 2.740 1.987 -2.838  1.23
C: 3.558 2.889 -1.942  -1.81
C: 1.989 0.897 -2.359  1.26
C: 1.995 0.669 -0.898  -1.19
O: 1.249 -0.057 -0.251  -0.20
C: 1.283 0.069 -3.251  1.28
C: 0.544 -1.164 -2.827  -1.15
C: 1.303 0.399 -4.602  -1.28
H: 2.633 2.654 -6.793  0.35
H: 0.941 2.151 -6.843  0.30
H: 2.211 0.977 -7.167  0.36
H: 3.293 3.122 -4.563  0.21
H: 4.113 3.599 -2.554  0.37
H: 4.277 2.332 -1.340  0.38
H: 2.932 3.463 -1.254  0.32
H: 2.773 1.216 -0.342  0.17
H: 1.119 -1.791 -2.146  0.41
H: 0.258 -1.748 -3.702  0.49
H: -0.382 -0.870 -2.324  -0.28
H: 0.746 -0.229 -5.288  0.36

---

This record from the Open Molecules 2025 dataset describes a 2-piece molecular cluster, C31H34F6N3O overall in a non-equilibrium geometry. The level of theory is ωB97M-V/def2-TZVPD.

The molar mass comes out at 578.621 g/mol. The value obtained for the frontier orbital gap is 4.11 eV. Its net charge is +1. As for the HOMO energy: -0.3449 Eh. The spin multiplicity is 1.

Each line ends with the Mulliken charge.
Element x y z (Å)
C: 5.287 3.371 0.757  -0.98
N: 5.211 2.330 -0.235  0.36
C: 6.401 2.143 -1.056  -1.01
C: 6.284 2.998 -2.285  0.97
F: 7.356 2.946 -3.120  -0.25
F: 5.170 2.625 -3.009  -0.26
F: 6.083 4.313 -1.930  -0.27
C: 4.034 1.657 -0.485  0.20
C: 3.967 0.239 -0.464  -0.75
C: 2.768 -0.399 -0.684  -1.04
C: 1.602 0.326 -1.100  0.49
C: 0.372 -0.365 -1.250  -0.07
C: -0.905 0.194 -1.518  0.68
C: -2.003 -0.682 -1.812  -0.97
C: -3.259 -0.188 -2.080  -0.42
C: -3.471 1.212 -2.212  -0.34
N: -4.728 1.745 -2.481  0.39
C: -5.116 2.109 -3.820  -0.89
C: -5.674 2.104 -1.430  -0.95
C: -5.366 3.464 -0.869  0.94
F: -6.339 3.968 -0.059  -0.27
F: -4.195 3.419 -0.142  -0.25
F: -5.156 4.371 -1.882  -0.26
C: -2.373 2.076 -2.010  0.05
C: -1.200 1.588 -1.484  -1.17
C: 1.787 1.720 -1.360  -1.17
C: 2.873 2.387 -0.838  -0.01
H: 4.545 3.182 1.542  0.35
H: 6.288 3.376 1.208  0.33
H: 5.089 4.360 0.318  0.35
H: 7.279 2.476 -0.486  0.39
H: 6.463 1.098 -1.378  0.33
H: 4.878 -0.306 -0.216  0.50
H: 2.690 -1.480 -0.566  0.43
H: 0.414 -1.452 -1.157  0.30
H: -1.826 -1.759 -1.793  0.30
H: -4.120 -0.846 -2.212  0.54
H: -4.567 1.488 -4.539  0.33
H: -6.193 1.942 -3.954  0.33
H: -4.892 3.167 -4.024  0.29
H: -6.681 2.143 -1.862  0.41
H: -5.587 1.384 -0.606  0.30
H: -2.497 3.143 -2.215  0.49
H: -0.508 2.296 -1.042  0.83
H: 1.075 2.274 -1.967  0.95
H: 2.897 3.477 -0.791  0.44
C: -3.791 -4.488 -0.964  -0.52
C: -2.511 -5.007 -1.209  -0.53
C: -1.430 -4.604 -0.435  -0.43
C: -1.596 -3.652 0.602  0.90
C: -0.456 -3.243 1.389  -0.73
C: -0.500 -2.242 2.336  -0.01
N: 0.428 -2.039 3.299  0.32
C: 0.154 -0.966 4.262  -0.50
C: 1.429 -0.548 4.976  -0.64
O: 2.152 -1.680 5.457  -0.35
C: 2.541 -2.586 4.426  -0.69
C: 1.347 -3.118 3.646  -0.36
C: -2.897 -3.144 0.849  -0.28
C: -3.973 -3.552 0.065  -0.76
H: -4.641 -4.819 -1.557  0.41
H: -2.360 -5.741 -1.998  0.39
H: -0.429 -5.017 -0.595  0.34
H: 0.476 -3.790 1.209  0.12
H: -1.306 -1.498 2.326  0.22
H: -0.258 -0.117 3.701  0.38
H: -0.584 -1.287 5.019  0.31
H: 2.035 0.063 4.281  0.27
H: 1.175 0.021 5.883  0.34
H: 3.242 -2.107 3.718  0.29
H: 3.034 -3.406 4.970  0.33
H: 0.853 -3.889 4.264  0.28
H: 1.717 -3.582 2.729  0.24
H: -3.046 -2.449 1.680  0.28
H: -4.965 -3.150 0.269  0.43

---

This record from the Open Molecules 2025 dataset describes C31H34I2N5Sb2Tm as an isolated structure in a non-equilibrium geometry. The level of theory is ωB97M-V/def2-TZVPD.

The molar mass comes out at 1142.910 g/mol. The value obtained for the frontier orbital gap (alpha / beta) is 6.71 / 6.72 eV. Its net charge is +2. As for the HOMO energy (alpha / beta): -0.4814 / -0.4814 Eh. The spin multiplicity is 3.

Each line ends with the Mulliken charge.
Element x y z (Å)
Tm: -0.152 1.483 0.274  0.03
C: 0.762 0.520 4.398  -1.00
C: -0.381 0.807 5.179  -0.70
C: -1.556 1.104 4.545  -0.53
C: -1.639 1.020 3.150  0.17
N: -0.533 0.818 2.408  0.66
C: 0.625 0.535 3.041  -0.40
N: -2.886 1.209 2.594  -0.47
C: -3.197 1.160 1.354  -0.05
N: -2.399 1.148 0.208  0.57
C: -3.239 0.949 -0.891  -0.05
N: -2.936 0.807 -2.127  -0.46
C: -1.691 0.946 -2.679  0.15
C: -1.608 0.771 -4.050  -0.60
C: -0.394 0.897 -4.670  -0.60
C: 0.735 1.269 -3.947  -0.96
C: 0.570 1.481 -2.591  -0.44
N: -0.601 1.306 -1.971  0.45
C: -4.652 0.942 -0.416  0.09
C: -5.878 0.811 -1.062  -0.32
C: -7.035 0.929 -0.284  -0.65
C: -6.975 1.085 1.094  -0.74
C: -5.742 1.146 1.729  -0.22
C: -4.612 1.127 0.956  0.34
H: 1.728 0.326 4.798  0.57
H: -0.328 0.851 6.245  0.47
H: -2.450 1.312 5.129  0.56
H: 1.493 0.309 2.424  0.45
H: -2.465 0.485 -4.634  0.60
H: -0.247 0.812 -5.732  0.46
H: 1.715 1.412 -4.388  0.48
H: 1.404 1.788 -2.001  0.70
H: -5.948 0.697 -2.116  0.58
H: -8.006 0.859 -0.751  0.43
H: -7.903 1.118 1.645  0.44
H: -5.692 1.192 2.784  0.60
C: 4.596 1.939 1.041  -1.23
Sb: 3.145 0.747 0.008  0.84
C: 3.980 0.612 -1.997  -1.35
C: 3.617 -1.239 0.892  -1.16
C: 3.606 -2.335 -0.132  0.37
C: 4.722 -2.499 -0.937  -0.38
C: 4.764 -3.454 -1.938  -0.68
C: 3.689 -4.323 -2.113  -0.83
C: 2.635 -4.230 -1.226  -0.61
C: 2.549 -3.228 -0.275  0.59
C: 1.318 -3.196 0.601  -1.46
Sb: -0.217 -1.805 -0.054  0.47
C: -0.808 -2.775 -1.883  -1.32
C: -1.748 -2.428 1.361  -1.29
H: 5.608 1.596 0.821  0.41
H: 4.376 1.898 2.117  0.38
H: 4.477 2.970 0.711  0.38
H: 5.062 0.496 -1.982  0.49
H: 3.711 1.545 -2.477  0.44
H: 3.492 -0.238 -2.467  0.36
H: 2.886 -1.429 1.689  0.18
H: 4.583 -1.120 1.385  0.73
H: 5.554 -1.828 -0.828  0.51
H: 5.645 -3.505 -2.572  0.42
H: 3.758 -5.111 -2.859  0.43
H: 1.842 -4.961 -1.306  0.41
H: 1.545 -2.949 1.655  0.62
H: 0.805 -4.138 0.587  0.72
H: -0.848 -3.855 -1.765  0.45
H: -0.107 -2.544 -2.694  0.38
H: -1.780 -2.363 -2.120  0.44
H: -1.829 -3.487 1.467  0.57
H: -2.703 -2.003 1.090  0.37
H: -1.453 -2.031 2.328  0.32
I: -0.738 4.462 -0.706  0.23
C: 0.338 5.435 0.883  -0.84
I: 1.255 3.860 2.011  0.16
H: -0.338 5.981 1.520  0.43
H: 1.124 6.104 0.519  0.42